ORCA calculation (ωB97M-V/def2-TZVPD) on a structure of composition C54H52BrN5OS2SbTi.

XYZ file:
```
117
Properties=species:S:1:pos:R:3:forces:R:3
Ti -0.424 0.443 -0.577 0.45 -0.27 -0.12
C -0.284 -2.030 3.096 -0.02 0.06 -0.01
C -1.486 -1.634 3.697 0.00 -0.06 0.04
C -2.362 -0.829 3.012 0.00 0.15 -0.02
C -2.030 -0.395 1.718 0.04 -0.05 0.11
N -0.832 -0.727 1.183 0.10 -0.03 -0.13
C 0.008 -1.535 1.849 -0.13 0.01 0.06
C -2.917 0.299 0.807 0.03 0.04 -0.06
C -4.252 0.579 1.056 -0.06 0.00 0.10
C -5.077 1.005 0.030 0.04 -0.01 0.02
C -4.545 1.099 -1.252 -0.06 0.03 -0.10
C -3.207 0.851 -1.465 0.07 -0.05 0.05
N -2.368 0.526 -0.435 -0.38 0.10 0.17
C -2.508 0.930 -2.729 -0.14 -0.24 -0.05
C -3.136 1.076 -3.969 0.06 0.17 0.02
C -2.371 1.102 -5.110 -0.02 0.01 -0.03
C -0.985 0.966 -5.003 0.04 -0.01 -0.01
C -0.433 0.793 -3.759 -0.08 0.05 0.04
N -1.169 0.770 -2.629 0.16 -0.04 0.12
H 0.421 -2.672 3.605 -0.01 0.02 0.01
H -1.731 -1.970 4.697 0.00 0.00 -0.02
H -3.301 -0.533 3.459 0.03 0.01 0.01
H 0.945 -1.755 1.352 0.02 -0.02 0.00
H -4.658 0.424 2.047 0.00 0.02 -0.01
H -6.120 1.220 0.212 0.01 0.00 0.00
H -5.178 1.379 -2.083 0.01 -0.01 0.01
H -4.211 1.163 -4.021 0.01 0.00 -0.01
H -2.838 1.215 -6.079 0.01 -0.01 0.01
H -0.348 0.970 -5.875 -0.01 0.01 0.00
H 0.629 0.649 -3.633 0.02 -0.01 -0.04
C 0.453 7.945 2.343 -0.03 0.02 -0.01
C 1.633 7.168 1.743 0.00 -0.01 0.01
C 2.041 7.810 0.410 0.01 0.02 -0.02
C 2.816 7.270 2.706 0.03 -0.02 0.02
C 1.215 5.719 1.494 0.01 0.04 0.01
C 0.152 5.450 0.645 -0.06 0.01 -0.05
C -0.215 4.146 0.377 0.15 0.11 0.12
Br -1.706 3.868 -0.760 0.00 -0.08 -0.08
C 0.467 3.054 0.922 0.01 -0.12 -0.03
O 0.162 1.809 0.530 -0.15 0.00 0.01
C 1.491 3.305 1.858 -0.04 0.06 -0.05
C 1.841 4.633 2.097 0.00 -0.04 0.00
C 2.151 2.171 2.654 -0.02 0.00 0.03
C 3.200 2.699 3.637 0.01 0.02 0.03
C 1.064 1.466 3.481 0.00 -0.02 0.01
C 2.862 1.158 1.747 0.05 0.01 -0.05
H 0.741 8.982 2.533 0.00 -0.02 -0.01
H 0.135 7.499 3.287 0.01 0.00 -0.01
H -0.406 7.956 1.670 0.01 0.00 0.01
H 2.355 8.844 0.567 -0.01 -0.02 0.00
H 1.215 7.818 -0.303 0.01 -0.01 0.01
H 2.873 7.266 -0.043 -0.01 0.00 0.01
H 3.085 8.319 2.840 -0.01 -0.01 0.00
H 3.696 6.748 2.324 -0.01 0.01 0.00
H 2.574 6.863 3.690 0.00 0.01 -0.01
H -0.402 6.253 0.176 0.00 -0.02 0.01
H 2.642 4.828 2.792 -0.02 0.01 -0.01
H 2.768 3.388 4.365 0.01 0.00 -0.02
H 4.025 3.203 3.128 -0.01 -0.02 0.00
H 3.619 1.857 4.191 -0.01 0.01 0.00
H 0.631 2.159 4.205 0.00 -0.01 -0.01
H 1.495 0.624 4.031 0.00 0.02 -0.01
H 0.262 1.090 2.847 0.01 0.00 -0.01
H 3.559 1.661 1.071 0.00 0.01 0.02
H 2.158 0.590 1.148 -0.07 -0.03 -0.05
H 3.435 0.457 2.361 -0.02 0.00 -0.02
N 2.209 -1.918 -0.937 0.09 0.04 -0.10
C 2.546 -0.666 -1.323 -0.09 -0.03 0.12
N 1.678 0.307 -1.450 -0.12 0.08 -0.11
C 2.327 1.501 -1.809 0.00 -0.03 0.03
C 1.707 2.722 -2.049 0.09 0.07 0.02
C 2.495 3.821 -2.346 -0.03 0.00 -0.01
C 3.883 3.714 -2.423 0.00 0.03 0.00
C 4.510 2.498 -2.213 0.01 -0.03 -0.01
C 3.715 1.401 -1.913 -0.02 0.02 0.02
S 4.208 -0.242 -1.599 0.00 0.01 0.02
H 1.257 -2.200 -1.173 -0.04 0.04 0.03
H 2.906 -2.642 -1.009 0.01 0.05 0.04
H 0.632 2.830 -1.993 -0.03 -0.04 0.03
H 2.019 4.778 -2.514 0.02 -0.02 0.01
H 4.477 4.588 -2.653 -0.01 -0.02 0.00
H 5.586 2.408 -2.280 -0.01 -0.01 0.00
S -0.977 -2.176 -1.847 0.01 0.21 -0.27
Sb -1.103 -4.318 -1.128 -0.05 -0.03 0.17
C -1.162 -5.667 -2.724 0.06 -0.08 -0.09
C -0.948 -7.024 -2.490 0.02 -0.01 0.05
C -0.993 -7.918 -3.548 -0.01 0.01 -0.04
C -1.245 -7.457 -4.834 0.00 -0.01 0.01
C -1.449 -6.104 -5.066 0.01 -0.01 -0.01
C -1.406 -5.203 -4.011 -0.04 0.06 0.02
C 0.570 -4.882 0.007 0.09 -0.06 0.02
C 1.763 -5.173 -0.652 0.01 -0.01 0.00
C 2.900 -5.483 0.080 0.00 -0.02 0.03
C 2.847 -5.501 1.469 0.00 0.01 0.01
C 1.658 -5.216 2.126 0.01 0.01 -0.03
C 0.517 -4.907 1.396 -0.05 -0.03 0.01
C -2.787 -4.689 0.059 -0.10 0.04 0.10
C -3.548 -5.839 -0.122 0.02 -0.03 -0.02
C -4.665 -6.057 0.674 -0.01 0.02 0.02
C -5.019 -5.129 1.644 0.01 -0.01 0.00
C -4.263 -3.978 1.819 -0.01 -0.02 0.01
C -3.149 -3.753 1.025 0.08 0.07 -0.02
H -0.733 -7.389 -1.491 -0.01 0.02 0.00
H -0.827 -8.973 -3.371 0.00 0.01 0.00
H -1.278 -8.156 -5.659 0.00 0.01 0.01
H -1.639 -5.749 -6.071 0.00 0.00 0.01
H -1.557 -4.144 -4.187 0.01 0.00 0.00
H 1.811 -5.170 -1.737 -0.02 -0.01 -0.01
H 3.824 -5.724 -0.431 0.00 0.00 0.00
H 3.733 -5.746 2.039 -0.01 0.00 0.00
H 1.616 -5.239 3.207 0.00 -0.01 -0.01
H -0.410 -4.691 1.916 0.02 -0.02 -0.04
H -3.289 -6.562 -0.886 0.01 0.00 0.00
H -5.262 -6.948 0.531 0.01 0.01 0.00
H -5.891 -5.302 2.261 0.00 0.00 -0.01
H -4.543 -3.250 2.570 0.01 -0.01 -0.02
H -2.573 -2.842 1.154 -0.03 -0.06 -0.04
```
Forces are in eV/Å.

Summary:
Kohn-Sham gap (spin up / spin down) = 0.196 / 0.200 hartree
Lowest unoccupied orbital energy (spin up / spin down) = -0.0916 / -0.0902 Ha
Total charge = +1
E = -187705.738 eV

=====

ORCA calculation (ωB97M-V/def2-TZVPD) on a structure of composition C54H55CsGeN8O3S2 in a non-equilibrium geometry.

XYZ file:
```
124
Properties=species:S:1:pos:R:3:forces:R:3
Cs -0.753 -0.153 0.413 0.41 -0.10 0.06
C 0.212 -4.284 -5.519 0.07 0.04 0.32
C 0.752 -4.406 -4.092 0.21 -0.15 -0.24
N -0.112 -3.771 -3.129 0.01 -0.12 -0.04
C -0.065 -2.404 -2.932 -0.52 0.16 -0.14
S -1.529 -1.672 -2.515 -0.54 0.47 0.24
N 1.058 -1.823 -3.263 1.27 -0.82 -0.87
N 1.459 -0.655 -2.828 -0.58 0.60 0.41
C 2.280 0.031 -3.568 -0.43 -1.25 -0.68
C 2.698 -0.421 -4.955 -0.14 -0.06 0.42
C 2.755 1.281 -3.048 0.27 0.86 0.33
C 3.572 2.140 -3.818 -0.24 -0.36 0.06
C 3.951 3.356 -3.299 0.00 0.23 0.31
C 3.532 3.706 -2.018 0.14 0.03 -0.21
C 2.756 2.785 -1.322 0.22 0.38 0.03
N 2.375 1.626 -1.806 -0.10 -0.23 -0.07
H 0.884 -4.751 -6.236 0.08 -0.06 -0.12
H 0.098 -3.231 -5.766 -0.04 0.12 -0.11
H -0.762 -4.764 -5.588 -0.14 -0.04 -0.10
H 1.722 -3.912 -4.019 -0.07 -0.22 0.00
H 0.869 -5.463 -3.826 0.06 0.13 0.02
H -1.064 -4.115 -3.109 0.11 0.15 0.05
H 2.259 -1.401 -5.133 0.04 0.04 -0.01
H 3.785 -0.500 -5.034 0.06 0.05 -0.09
H 2.334 0.266 -5.720 0.05 0.06 -0.09
H 3.881 1.848 -4.811 0.00 -0.02 -0.03
H 4.571 4.033 -3.877 -0.02 -0.02 -0.01
H 3.811 4.655 -1.580 0.01 0.02 0.09
H 2.425 2.994 -0.312 -0.02 0.08 0.13
O -4.725 2.154 -5.683 -0.21 0.15 0.23
C -5.423 2.669 -4.612 -0.67 0.27 -0.79
O -6.494 3.215 -4.832 0.74 -0.39 -0.01
C -4.822 2.507 -3.309 0.25 -0.05 0.75
C -3.478 2.123 -3.093 -0.29 0.13 -0.24
C -2.990 1.966 -1.831 0.12 -0.02 0.04
C -3.801 2.128 -0.680 -0.07 0.11 -0.23
C -5.140 2.554 -0.905 0.05 -0.04 0.48
C -5.615 2.746 -2.168 -0.02 -0.05 -0.63
N -3.208 1.894 0.501 0.53 -0.28 -0.27
C -3.828 1.892 1.660 -0.88 0.25 0.03
C -3.137 1.669 2.870 0.03 -0.04 0.55
C -3.821 1.775 4.109 -0.07 -0.01 -0.11
C -3.137 1.587 5.281 0.15 -0.03 0.07
C -1.776 1.280 5.226 -0.02 -0.01 0.09
C -1.188 1.175 3.971 0.26 -0.07 0.52
N -1.818 1.361 2.835 -0.31 0.22 -0.33
H -3.977 1.638 -5.354 -0.11 0.06 0.00
H -2.795 1.978 -3.923 0.05 -0.05 0.01
H -1.957 1.684 -1.678 0.02 -0.03 -0.08
H -5.793 2.735 -0.061 -0.02 0.00 0.02
H -6.633 3.068 -2.336 -0.06 0.02 0.03
H -4.908 2.061 1.751 0.09 0.01 -0.04
H -4.878 2.009 4.115 -0.03 0.02 -0.05
H -3.642 1.675 6.239 0.00 -0.01 -0.06
H -1.198 1.124 6.126 0.05 -0.03 -0.04
H -0.137 0.929 3.882 0.13 -0.07 0.04
C 2.872 9.511 1.423 -0.04 -0.02 0.00
C 2.251 8.145 1.444 -0.13 -0.10 0.18
C 2.248 7.329 0.318 0.07 0.23 0.03
C 1.679 6.069 0.345 -0.21 -0.25 0.25
C 1.094 5.606 1.518 0.29 -0.22 -0.30
C 1.089 6.413 2.646 -0.23 -0.40 0.11
C 1.650 7.672 2.612 0.19 0.14 -0.41
S 0.422 3.903 1.671 -0.56 1.33 -0.97
C -1.127 4.289 0.785 0.46 -0.37 0.24
O 0.104 3.812 3.099 -0.10 -0.30 1.07
H 3.383 9.692 0.480 0.06 0.06 -0.05
H 3.591 9.618 2.236 0.05 0.05 0.00
H 2.109 10.279 1.554 0.01 0.08 -0.01
H 2.704 7.692 -0.594 0.05 0.00 -0.09
H 1.689 5.446 -0.537 0.03 -0.09 -0.15
H 0.633 6.019 3.543 -0.02 -0.06 0.12
H 1.636 8.302 3.493 -0.01 0.00 0.09
H -1.652 5.076 1.315 0.05 0.15 0.14
H -1.725 3.378 0.768 -0.01 -0.13 -0.02
H -0.870 4.591 -0.225 0.03 0.05 -0.18
C -0.070 -2.487 2.625 0.09 -0.10 -0.14
Ge -0.364 -4.040 1.548 -0.06 -0.49 -0.21
C -2.115 -3.924 0.602 0.41 0.02 0.25
C -3.149 -3.165 1.135 0.15 0.11 0.25
C -4.405 -3.151 0.554 -0.26 0.10 0.03
C -4.652 -3.912 -0.575 -0.17 -0.02 -0.10
C -3.633 -4.675 -1.120 -0.09 -0.17 -0.07
C -2.380 -4.674 -0.535 0.04 -0.14 -0.09
C 1.008 -4.409 0.122 -0.41 0.21 0.62
C 1.170 -5.681 -0.406 -0.06 -0.27 0.01
C 2.143 -5.950 -1.352 0.09 -0.19 -0.11
C 2.988 -4.941 -1.782 0.15 -0.03 -0.03
C 2.839 -3.667 -1.263 0.21 0.08 -0.14
C 1.858 -3.408 -0.322 -0.02 0.13 0.12
C -0.526 -5.896 2.356 0.01 0.69 0.00
C 0.588 -6.500 2.928 0.21 0.11 -0.07
C 0.499 -7.713 3.585 0.15 -0.15 0.09
C -0.727 -8.351 3.693 -0.03 -0.19 0.09
C -1.850 -7.763 3.134 -0.17 -0.25 0.09
C -1.747 -6.546 2.483 -0.09 0.14 -0.19
H 0.434 -2.797 3.559 -0.01 0.01 -0.03
H -2.966 -2.585 2.033 0.05 0.09 0.03
H -5.196 -2.553 0.990 0.00 0.03 -0.02
H -5.635 -3.910 -1.030 -0.01 0.02 -0.02
H -3.823 -5.283 -1.997 0.02 0.04 -0.07
H -1.589 -5.270 -0.969 0.11 -0.08 -0.08
H 0.540 -6.490 -0.058 -0.10 -0.08 0.01
H 2.243 -6.950 -1.758 0.01 -0.05 0.01
H 3.752 -5.150 -2.524 -0.03 0.05 0.02
H 3.482 -2.868 -1.606 0.02 0.11 -0.03
H 1.753 -2.409 0.081 0.03 0.15 0.00
H 1.548 -6.000 2.847 0.08 -0.03 0.03
H 1.386 -8.169 4.013 0.01 0.01 0.02
H -0.806 -9.301 4.212 0.00 0.02 -0.03
H -2.810 -8.260 3.204 -0.04 0.00 0.03
H -2.628 -6.089 2.050 -0.11 -0.02 -0.01
C 5.067 2.692 3.661 0.17 0.36 0.01
N 4.226 1.678 3.097 -0.21 -0.05 -0.08
C 4.417 0.323 3.122 0.06 -0.29 -0.01
C 3.362 -0.217 2.441 0.32 -0.20 0.15
N 2.542 0.770 2.003 -0.66 0.19 -0.39
C 3.078 1.884 2.406 0.13 0.10 0.12
H 5.807 2.232 4.315 -0.07 0.04 -0.03
H 4.463 3.396 4.238 0.09 -0.04 0.02
H 5.585 3.247 2.871 0.03 -0.04 0.12
H 5.260 -0.118 3.616 0.12 -0.07 0.07
H 3.138 -1.246 2.245 -0.04 -0.29 0.02
H 2.679 2.865 2.244 0.00 0.24 0.01
```
Forces are in eV/Å.

Summary:
Kohn-Sham gap (spin up / spin down) = 0.188 / 0.145 hartree
Lowest unoccupied orbital energy (spin up / spin down) = 0.1184 / 0.1184 Ha
Total charge = -2
E = -153685.849 eV